Entry 1:
ORCA calculation (wB97M-V/def2-TZVPD) on a gas-phase ion, C5H6N3S (charge +1) in a non-equilibrium geometry.

Calculated values
HOMO (alpha / beta): -11.70 / -13.65 eV
LUMO (alpha / beta): -4.4 / -7.0 eV
⟨S²⟩: 2.030
multiplicity: 3
E: -20575.355 eV
charge: +1

Atoms and positions in Å:
1 C 0.367 0.284 2.424
2 C -0.308 -1.015 2.430
3 C 0.393 0.730 0.064
4 C 0.064 0.128 -2.056
5 C -0.948 -0.909 0.114
6 N 0.614 0.980 1.303
7 N -0.854 -1.252 1.338
8 N 0.973 0.778 -1.116
9 S 0.000 -1.613 -1.358
10 H 0.274 0.793 3.371
11 H -0.452 -1.622 3.303
12 H -0.956 0.472 -1.984
13 H 0.503 0.169 -3.043
14 H -2.048 -0.718 -0.242
15 H 1.965 0.932 -1.266

***

Entry 2:
ORCA calculation (wB97M-V/def2-TZVPD) on 2 unconnected molecules or ions with the total composition C12H18N2 in a non-equilibrium geometry.

Calculated values
HOMO: -8.37 eV
LUMO: 0.8 eV
E: -15707.435 eV

Atoms and positions in Å:
1 C 0.932 2.651 0.991
2 C 0.819 2.129 -0.560
3 C 1.470 0.556 -0.434
4 C 2.909 0.543 -0.349
5 C 3.576 -0.738 -0.112
6 C 2.679 -1.918 0.174
7 C 1.262 -1.756 0.348
8 C 0.698 -0.502 -0.126
9 C -1.501 -0.475 -1.317
10 C -3.069 -0.406 -1.152
11 C -2.763 -0.169 1.265
12 C -1.345 -0.877 1.050
13 H 0.066 3.594 1.225
14 H 2.355 2.824 0.793
15 H 0.730 1.924 1.839
16 H -0.361 2.179 -0.958
17 H 1.185 2.892 -1.458
18 H 3.770 1.378 -0.520
19 H 4.618 -0.965 -0.374
20 H 2.847 -2.841 0.455
21 H 0.593 -2.557 0.726
22 H -1.290 -1.229 -2.155
23 H -1.508 0.603 -1.933
24 H -3.851 -1.365 -0.785
25 H -3.342 0.302 -1.896
26 H -3.092 1.247 -0.141
27 H -3.570 -0.661 1.807
28 H -2.520 0.654 1.879
29 H -0.772 -0.544 2.053
30 H -1.333 -2.138 1.057
31 N -0.711 -0.255 -0.065
32 N -3.363 0.323 0.025

***

Entry 3:
ORCA calculation (wB97M-V/def2-TZVPD) on 2 unconnected molecules or ions with the total composition C4H12NO2P in a non-equilibrium geometry.

Calculated values
HOMO: -8.13 eV
LUMO: 0.6 eV
E: -19214.479 eV

Atoms and positions in Å:
1 C -0.775 -0.186 -2.068
2 C 0.136 1.725 -0.861
3 C -0.273 0.234 -0.692
4 C -1.154 -0.217 2.830
5 N -0.911 -1.442 2.423
6 O 0.990 -2.193 0.084
7 O 1.789 -0.063 1.214
8 P 1.187 -0.764 -0.116
9 H 0.003 0.058 -2.721
10 H -1.039 -1.209 -2.046
11 H -1.621 0.499 -2.365
12 H 0.768 1.787 -1.841
13 H -0.687 2.446 -1.006
14 H 0.533 2.205 0.059
15 H -1.010 0.085 0.076
16 H -0.366 0.546 2.176
17 H 1.881 0.902 1.142
18 H -1.530 -2.088 2.832
19 H -0.255 -1.694 1.636
20 H 2.336 -0.631 -0.756

***

Entry 4:
ORCA calculation (wB97M-V/def2-TZVPD) on a molecular structure, C18H17N2O3Ta in a non-equilibrium geometry.

Calculated values
HOMO (alpha / beta): -15.32 / -15.32 eV
LUMO (alpha / beta): -9.8 / -9.8 eV
E: -29594.766 eV
charge: +2

Atoms and positions in Å:
1 Ta 1.984 -0.580 -0.630
2 N 1.721 1.582 -0.663
3 C 1.232 1.989 0.701
4 C 1.978 1.232 1.746
5 O 2.064 1.740 2.896
6 N 2.374 -0.025 1.347
7 C 3.365 -0.926 1.989
8 C 3.688 -1.960 1.029
9 O 4.825 -2.447 1.003
10 O 2.855 -2.226 0.002
11 H 1.125 2.004 -1.376
12 H 2.688 1.942 -0.901
13 H 1.464 3.052 0.803
14 H 0.127 1.896 0.756
15 H 4.220 -0.330 2.326
16 H 2.948 -1.286 2.951
17 C -3.252 -0.220 3.087
18 C -1.953 0.226 3.371
19 C -0.937 0.016 2.476
20 C -1.300 -0.744 1.329
21 C -2.643 -0.861 0.926
22 C -3.661 -0.521 1.808
23 C -0.425 -1.451 0.369
24 C 0.017 -0.826 -0.820
25 C -0.551 -0.312 -2.049
26 C -1.888 -0.009 -2.332
27 C -2.150 0.697 -3.522
28 C -1.345 0.616 -4.654
29 C -0.024 0.113 -4.445
30 C 0.366 -0.249 -3.170
31 H -3.957 -0.218 3.903
32 H -1.801 0.735 4.288
33 H 0.037 0.414 2.614
34 H -2.866 -1.316 -0.055
35 H -4.703 -0.551 1.439
36 H -0.250 -2.498 0.632
37 H -2.707 -0.290 -1.645
38 H -3.033 1.362 -3.564
39 H -1.673 0.849 -5.650
40 H 0.645 0.027 -5.275
41 H 1.398 -0.649 -3.039

***

Entry 5:
ORCA calculation (wB97M-V/def2-TZVPD) on 21 unconnected molecules or ions with the total composition C24H9Cl80FIOS in a non-equilibrium geometry.

Calculated values
HOMO: -12.20 eV
LUMO: -5.2 eV
E: -1050514.251 eV
charge: +1

Atoms and positions in Å:
1 C 1.735 0.500 0.203
2 O 1.226 -0.724 -0.301
3 C -0.047 -0.633 -0.715
4 S -1.112 -0.596 0.823
5 I -2.738 -2.325 0.594
6 C -1.924 1.063 0.762
7 C -3.124 1.087 -0.127
8 F -1.054 1.936 0.276
9 H 1.276 0.797 1.132
10 H 1.595 1.273 -0.522
11 H 2.761 0.343 0.399
12 H -0.320 -1.459 -1.324
13 H -0.185 0.265 -1.295
14 H -2.120 1.386 1.752
15 H -2.796 0.883 -1.107
16 H -3.534 2.065 -0.082
17 H -3.883 0.409 0.193
18 C -6.717 -2.938 2.467
19 Cl -5.357 -3.309 3.571
20 Cl -8.143 -3.792 3.025
21 Cl -7.025 -1.195 2.416
22 Cl -6.305 -3.494 0.837
23 C 4.740 1.216 -2.609
24 Cl 5.639 -0.289 -2.410
25 Cl 4.746 2.110 -1.083
26 Cl 5.488 2.197 -3.867
27 Cl 3.070 0.844 -3.068
28 C 5.614 5.622 -6.101
29 Cl 6.517 4.119 -5.862
30 Cl 5.591 6.546 -4.600
31 Cl 6.391 6.571 -7.366
32 Cl 3.958 5.240 -6.579
33 C -4.022 0.825 5.328
34 Cl -4.147 2.214 4.229
35 Cl -4.479 -0.654 4.468
36 Cl -2.358 0.673 5.895
37 Cl -5.107 1.077 6.688
38 C 5.153 -2.416 1.446
39 Cl 6.242 -2.390 0.060
40 Cl 5.221 -3.983 2.236
41 Cl 5.641 -1.170 2.605
42 Cl 3.502 -2.107 0.897
43 C -11.789 -1.819 2.389
44 Cl -12.182 -3.144 1.291
45 Cl -11.855 -2.396 4.057
46 Cl -10.162 -1.234 2.032
47 Cl -12.950 -0.509 2.171
48 C -9.257 0.089 -1.611
49 Cl -10.864 -0.621 -1.473
50 Cl -9.388 1.848 -1.657
51 Cl -8.277 -0.390 -0.215
52 Cl -8.483 -0.485 -3.091
53 C -2.921 3.027 -3.911
54 Cl -4.288 4.119 -3.727
55 Cl -3.506 1.412 -4.326
56 Cl -1.851 3.612 -5.182
57 Cl -2.034 2.943 -2.378
58 C -13.719 -6.365 3.117
59 Cl -14.500 -7.771 3.839
60 Cl -13.889 -6.434 1.361
61 Cl -14.479 -4.893 3.726
62 Cl -12.003 -6.362 3.542
63 C 3.423 -5.860 5.498
64 Cl 2.386 -5.151 4.252
65 Cl 2.508 -7.046 6.424
66 Cl 4.798 -6.668 4.744
67 Cl 4.006 -4.585 6.573
68 C -7.848 6.000 -5.481
69 Cl -9.225 7.088 -5.273
70 Cl -8.431 4.398 -5.934
71 Cl -6.782 6.615 -6.743
72 Cl -6.951 5.895 -3.960
73 C 2.257 -10.686 3.831
74 Cl 0.715 -11.477 4.164
75 Cl 2.057 -8.934 3.908
76 Cl 3.452 -11.166 5.035
77 Cl 2.824 -11.148 2.225
78 C 4.284 10.254 -3.179
79 Cl 2.650 10.911 -3.247
80 Cl 4.283 8.773 -2.207
81 Cl 4.826 9.886 -4.820
82 Cl 5.370 11.434 -2.450
83 C -5.884 10.928 -5.943
84 Cl -6.136 12.518 -5.223
85 Cl -5.919 11.065 -7.702
86 Cl -4.316 10.291 -5.433
87 Cl -7.157 9.828 -5.412
88 C 8.833 -4.687 4.166
89 Cl 7.279 -4.538 4.992
90 Cl 10.086 -3.892 5.123
91 Cl 9.222 -6.396 3.981
92 Cl 8.738 -3.924 2.574
93 C 1.482 -0.716 5.278
94 Cl 2.900 -0.912 4.247
95 Cl 1.753 0.590 6.431
96 Cl 0.069 -0.317 4.278
97 Cl 1.174 -2.216 6.145
98 C 12.598 -8.592 5.075
99 Cl 10.970 -9.227 5.345
100 Cl 12.558 -6.828 5.109
101 Cl 13.672 -9.182 6.343
102 Cl 13.187 -9.137 3.503
103 C -0.194 10.278 -6.726
104 Cl -0.294 10.961 -8.349
105 Cl -0.909 11.404 -5.570
106 Cl -1.076 8.747 -6.675
107 Cl 1.496 9.999 -6.305
108 C 9.492 6.177 -10.122
109 Cl 8.961 4.907 -11.226
110 Cl 9.557 5.536 -8.477
111 Cl 11.095 6.738 -10.597
112 Cl 8.353 7.528 -10.191
113 C 7.321 -11.577 6.954
114 Cl 7.296 -10.559 5.509
115 Cl 5.916 -12.649 6.940
116 Cl 8.797 -12.540 6.971
117 Cl 7.266 -10.555 8.392

***

Entry 6:
ORCA calculation (wB97M-V/def2-TZVPD) on a single C2H3NS2 molecule in a non-equilibrium geometry.

Calculated values
HOMO: -8.86 eV
SMILES string: S=C/C=N\S
LUMO: -1.5 eV
E: -25278.610 eV

Atoms and positions in Å:
1 C -0.316 0.697 0.025
2 C -1.146 -0.626 0.429
3 H 2.867 0.093 -0.841
4 H -0.774 1.822 -0.083
5 H -0.520 -1.497 1.149
6 N 0.909 0.647 -0.050
7 S 1.692 -0.738 -0.265
8 S -2.712 -0.399 -0.364